No. 1
Entry from OMol25: a molecular structure, C6H15NO2Sn in a non-equilibrium geometry (ωB97M-V with the def2-TZVPD basis set).

Last column: Mulliken charge in e.
CARTESIAN COORDINATES (ANGSTROEM)
Sn 16.188 17.950 7.621  1.519
C 16.352 19.218 3.104  -0.313
O 17.021 18.113 2.561  -0.362
C 16.392 16.864 2.610  -0.439
C 16.540 16.149 3.945  -0.930
N 15.594 16.519 5.052  -0.046
C 14.202 16.289 4.852  -0.522
C 13.590 16.801 6.165  -0.746
O 13.969 18.157 6.527  -0.309
C 13.487 19.125 5.594  -0.603
H 15.496 19.550 2.508  0.309
H 17.043 20.047 3.229  0.362
H 15.971 18.940 4.101  -0.231
H 16.806 16.232 1.826  0.395
H 15.330 16.951 2.340  0.309
H 17.546 16.315 4.332  0.324
H 16.463 15.082 3.705  0.448
H 15.922 15.861 5.760  0.516
H 13.859 15.244 4.825  0.358
H 13.771 16.665 3.928  0.393
H 13.880 16.211 7.046  0.244
H 12.499 16.747 6.204  0.449
H 12.457 19.031 5.257  0.344
H 14.160 19.306 4.753  0.198
H 13.554 20.102 6.081  0.331

Results
**Total charge**: +2
**E_LUMO**: -11.42 eV

No. 2
Entry from OMol25: 2 unconnected molecules or ions with the total composition C4H14N4OS in a non-equilibrium geometry (ωB97M-V with the def2-TZVPD basis set).

Last column: Mulliken charge in e.
CARTESIAN COORDINATES (ANGSTROEM)
C -2.048 2.323 0.831  -0.821
C 2.477 -0.384 0.205  -1.293
C -0.999 0.177 0.541  -0.045
C 1.413 -0.843 -0.795  0.569
N -1.967 -0.752 0.148  -0.592
N -0.449 0.104 1.776  -0.328
N 0.745 -1.999 -0.414  -0.701
N 1.920 -0.882 -2.094  -0.666
O -0.649 0.718 -1.899  -0.678
S 0.117 0.794 -0.637  0.222
H -2.204 2.191 1.944  0.301
H -1.187 2.969 0.546  0.258
H -2.945 2.338 0.113  0.269
H 3.117 -1.180 0.281  0.436
H 2.763 0.604 0.010  0.435
H 2.121 -0.256 1.306  0.245
H -1.956 -0.593 -0.831  0.272
H -2.934 -0.517 0.360  0.306
H 0.217 0.817 1.916  0.200
H -0.948 -0.315 2.588  0.235
H 0.172 -2.470 -1.069  0.299
H 0.038 -1.779 0.205  0.404
H 2.061 0.120 -2.365  0.318
H 1.127 -1.186 -2.667  0.354

Results
**Total charge**: 0
**E_LUMO (spin up / spin down)**: 0.65 / 0.65 eV

No. 3
Entry from OMol25: 2 unconnected molecules or ions with the total composition C3H9O3 in a non-equilibrium geometry (ωB97M-V with the def2-TZVPD basis set).

Last column: Mulliken charge in e.
CARTESIAN COORDINATES (ANGSTROEM)
C 0.809 -0.261 0.582  -0.526
O 0.345 -0.880 -0.519  -0.871
C -0.223 0.396 1.535  -0.526
C -1.296 1.272 0.816  -0.402
O -1.590 0.937 -0.512  -0.616
H 1.352 -0.943 1.281  0.261
H 1.587 0.470 0.359  0.283
H 0.257 1.099 2.195  0.285
H -0.784 -0.379 2.064  0.274
H -2.220 1.274 1.423  0.199
H -1.036 2.337 0.780  0.210
H -1.013 0.125 -0.739  0.439
H 1.077 -2.415 -2.698  0.337
H 1.305 -1.073 -3.101  0.341
O 1.430 -1.957 -3.466  -0.687

Results
**Total charge**: -1
**E_LUMO**: 4.33 eV

No. 4
Entry from OMol25: a molecular structure, As5F30Hg in a non-equilibrium geometry (ωB97M-V with the def2-TZVPD basis set).

Last column: Mulliken charge in e.
CARTESIAN COORDINATES (ANGSTROEM)
Hg 21.795 7.807 -35.472  3.313
As 25.695 8.003 -36.026  1.880
F 26.253 7.253 -34.495  -0.454
F 25.838 9.606 -35.201  -0.445
F 25.174 8.608 -37.602  -0.454
F 25.546 6.396 -36.747  -0.441
F 23.993 7.932 -35.461  -0.553
F 27.382 8.269 -36.621  -0.527
As 21.932 11.026 -34.535  2.074
F 20.527 10.877 -33.395  -0.502
F 22.505 9.460 -34.014  -0.666
F 23.273 11.104 -35.759  -0.493
F 21.371 12.611 -35.150  -0.493
F 22.998 11.834 -33.383  -0.494
F 21.050 10.107 -35.784  -0.553
As 18.004 7.709 -34.476  1.831
F 19.761 7.885 -34.726  -0.553
F 18.069 5.916 -34.445  -0.453
F 16.243 7.633 -34.165  -0.524
F 17.685 9.479 -34.705  -0.456
F 17.711 7.450 -36.238  -0.469
F 18.197 7.848 -32.669  -0.456
As 21.239 6.560 -38.453  1.988
F 21.643 7.367 -39.931  -0.478
F 21.575 4.989 -39.265  -0.501
F 20.817 5.911 -36.842  -0.491
F 21.060 8.172 -37.643  -0.610
F 19.543 6.549 -38.932  -0.483
F 22.931 6.626 -37.871  -0.464
As 22.061 5.059 -33.426  1.971
F 20.642 4.307 -34.196  -0.442
F 21.344 6.698 -33.565  -0.654
F 23.483 5.914 -32.843  -0.465
F 22.879 3.470 -33.392  -0.485
F 22.690 5.472 -35.066  -0.530
F 21.420 4.988 -31.775  -0.469

Results
**Multiplicity**: 2
**Total charge**: -2
**E_LUMO (spin up / spin down)**: 1.94 / -4.84 eV

No. 5
Entry from OMol25: C5H10O2 in the gas phase (ωB97M-V with the def2-TZVPD basis set).

Last column: Mulliken charge in e.
CARTESIAN COORDINATES (ANGSTROEM)
C -0.591 2.014 -0.923  -0.789
O -0.491 0.612 -0.924  -0.369
C 0.523 0.112 -0.077  0.578
C 0.122 0.294 1.420  -0.542
O 0.288 -0.860 2.212  -0.543
C 0.721 -1.351 -0.374  -0.727
C -0.209 -2.121 -0.927  -0.550
H -0.918 2.418 0.046  0.302
H 0.368 2.485 -1.188  0.306
H -1.337 2.278 -1.675  0.263
H 1.463 0.648 -0.289  0.333
H -0.928 0.625 1.416  0.240
H 0.721 1.073 1.898  0.312
H 1.670 -1.776 -0.053  0.316
H -0.044 -3.182 -1.086  0.292
H -0.203 -1.570 1.775  0.358
H -1.157 -1.701 -1.249  0.220

Results
**SMILES**: C=C[C@H](CO)OC
**Total charge**: 0
**E_LUMO**: 0.99 eV

No. 6
Entry from OMol25: a molecular structure, C54H46Br2Cl2N6O3P2Ti in a non-equilibrium geometry (ωB97M-V with the def2-TZVPD basis set).

Last column: Mulliken charge in e.
CARTESIAN COORDINATES (ANGSTROEM)
Ti -0.367 0.694 0.563  -0.063
C -0.763 0.206 -2.552  -1.824
N -0.692 -0.652 -1.355  0.589
C -1.943 -1.402 -1.161  -1.028
C -2.947 -0.399 -0.717  -0.521
N -2.539 0.735 -0.189  1.842
C -3.689 1.479 0.055  -0.363
C -3.852 2.775 0.531  -0.016
C -5.144 3.230 0.699  -1.257
C -6.252 2.436 0.376  -0.723
C -6.104 1.173 -0.162  -1.214
C -4.804 0.712 -0.324  0.795
N -4.284 -0.463 -0.841  0.114
C -0.872 1.626 -2.116  -0.646
N -0.267 2.044 -1.014  1.524
C -0.471 3.425 -0.965  0.980
C -0.030 4.391 -0.066  -0.520
C -0.403 5.699 -0.301  -0.992
C -1.185 6.055 -1.406  -0.714
C -1.614 5.113 -2.318  -1.391
C -1.242 3.798 -2.077  0.682
N -1.476 2.622 -2.778  0.468
H 0.157 0.112 -3.141  0.209
H -1.602 -0.071 -3.197  0.644
H 0.068 -1.318 -1.456  -0.657
H -2.271 -1.916 -2.073  0.810
H -1.797 -2.150 -0.377  -0.073
H -2.992 3.388 0.751  0.418
H -5.306 4.222 1.095  0.486
H -7.246 2.824 0.544  0.438
H -6.955 0.571 -0.445  0.495
H -4.818 -1.260 -1.149  0.290
H 0.592 4.136 0.783  0.463
H -0.079 6.475 0.377  0.497
H -1.449 7.092 -1.553  0.480
H -2.208 5.380 -3.179  0.538
H -1.989 2.554 -3.643  0.290
C 3.456 -2.374 -2.140  -0.937
C 2.269 -3.254 -1.716  -1.427
P 1.846 -2.967 0.086  1.449
C 0.737 -4.357 0.554  0.316
C 0.051 -5.205 -0.309  -0.362
C -0.711 -6.249 0.207  -0.860
C -0.805 -6.440 1.575  -0.608
C -0.139 -5.581 2.442  -0.888
C 0.627 -4.549 1.933  -0.481
C 3.396 -3.765 0.722  0.511
C 4.508 -2.990 1.044  -0.119
C 5.727 -3.586 1.332  -0.829
C 5.848 -4.965 1.330  -0.813
C 4.734 -5.747 1.058  -0.720
C 3.523 -5.154 0.742  -0.975
C 3.247 -0.890 -2.528  -1.141
P 2.428 0.474 -1.503  1.452
C 2.931 1.797 -2.712  0.982
C 1.997 2.593 -3.365  0.032
C 2.393 3.553 -4.285  -0.844
C 3.733 3.717 -4.586  -0.800
C 4.677 2.931 -3.939  -0.899
C 4.283 1.995 -2.999  -0.870
C 3.651 0.976 -0.227  0.655
C 4.921 0.448 -0.031  -0.573
C 5.737 0.961 0.970  -0.734
C 5.299 2.007 1.767  -1.102
C 4.042 2.559 1.559  -0.361
C 3.226 2.042 0.569  -1.022
H 3.894 -2.835 -3.029  0.625
H 4.207 -2.430 -1.351  0.016
H 2.563 -4.301 -1.819  0.705
H 1.425 -3.078 -2.393  0.729
H 0.139 -5.095 -1.384  0.368
H -1.224 -6.920 -0.470  0.458
H -1.387 -7.262 1.967  0.414
H -0.211 -5.717 3.512  0.474
H 1.172 -3.892 2.604  0.477
H 4.435 -1.910 1.060  0.598
H 6.587 -2.965 1.544  0.507
H 6.804 -5.432 1.520  0.403
H 4.808 -6.825 1.073  0.450
H 2.675 -5.782 0.509  0.377
H 2.647 -0.861 -3.447  0.739
H 4.234 -0.503 -2.788  0.730
H 0.945 2.474 -3.165  0.510
H 1.645 4.167 -4.768  0.484
H 4.044 4.453 -5.313  0.411
H 5.728 3.047 -4.163  0.457
H 5.044 1.422 -2.487  0.299
H 5.287 -0.358 -0.655  0.507
H 6.726 0.550 1.122  0.505
H 5.940 2.404 2.541  0.440
H 3.704 3.387 2.168  0.567
H 2.239 2.460 0.384  0.175
Br -2.231 4.528 3.119  -0.080
C -0.845 3.352 3.610  0.116
C -0.251 3.524 4.870  -0.279
C 0.794 2.738 5.267  -0.096
Br 1.518 2.963 6.995  -0.155
C 1.335 1.761 4.390  0.715
C 2.396 0.893 4.703  -1.208
C 2.801 -0.016 3.761  -1.677
C 2.182 -0.040 2.511  -0.315
N 1.174 0.743 2.174  1.627
C 0.736 1.620 3.120  -0.338
C -0.404 2.374 2.742  -0.213
O -0.926 2.058 1.559  1.405
H -0.641 4.285 5.531  0.520
H 2.867 0.943 5.675  0.425
H 3.584 -0.730 3.969  0.677
H 2.528 -0.730 1.761  -0.171
Cl -3.459 -1.177 4.480  -0.107
C -3.029 -0.834 2.808  0.873
Cl -3.559 -2.157 1.758  -0.145
C -1.498 -0.648 2.675  -0.002
O -0.826 -0.451 3.649  -0.518
O -1.032 -0.719 1.448  -0.421
H -3.551 0.072 2.492  -0.141

Results
**Total charge**: +2
**E_LUMO**: -6.25 eV